No. 1
Density functional theory data (ωB97M-V/def2-TZVPD) for a 2-piece molecular cluster, H4NO2PS overall.

As for the largest force on an atom: 4.02 eV/A. As for the HOMO-LUMO gap (spin up / spin down): 8.09 / 8.15 eV. For the LUMO energy (spin up / spin down), the calculation gives -0.0323 / -0.0147 Ha. The calculation puts the energy at -25771.230 eV. The HOMO energy (spin up / spin down) comes out at -9.0 / -8.5 eV.

Cartesian coordinates (Å):
1 N -0.94135 0.95777 -0.26490
2 O 1.56997 1.62856 -0.75043
3 O 1.05812 -0.24862 0.83212
4 P 0.55410 1.30583 0.46789
5 S -2.30650 0.51448 0.42100
6 H -0.07093 -0.13348 -1.43512
7 H 1.40367 2.05877 -1.59763
8 H 2.02367 -0.06481 1.00565
9 H -2.05664 -0.26671 1.58906

Charges per atom according to Mulliken partitioning, unit e: N -0.20; O -0.44; O -0.39; P 0.22; S -0.11; H 0.15; H 0.34; H 0.30; H 0.14



No. 2
Density functional theory data (ωB97M-V/def2-TZVPD) for one molecule with the formula H4NO2PS.

As for the largest force on an atom: 1.18 eV/A. The SMILES is N=P(O)(O)S. As for the HOMO-LUMO gap: 10.04 eV. For the LUMO energy, the calculation gives 0.0166 Ha. The calculation puts the energy at -25775.758 eV. The HOMO energy comes out at -9.6 eV.

Cartesian coordinates (Å):
1 N 1.17341 -0.95099 -0.03663
2 P 0.10238 0.17601 -0.00108
3 O 0.32802 1.07570 -1.27285
4 O 0.11210 1.31720 1.13327
5 S -1.97713 -0.31802 -0.04642
6 H 1.15462 -1.61586 0.71379
7 H 1.07657 0.69788 -1.73895
8 H -0.22373 1.04411 1.98673
9 H -1.74624 -1.42603 -0.73786

Charges per atom according to Mulliken partitioning, unit e: N -0.69; P 0.88; O -0.49; O -0.50; S -0.29; H 0.23; H 0.35; H 0.33; H 0.18



No. 3
Density functional theory data (ωB97M-V/def2-TZVPD) for a 2-piece molecular cluster, H4NO2PS overall.

As for the largest force on an atom: 3.71 eV/A. As for the HOMO-LUMO gap: 10.14 eV. For the LUMO energy, the calculation gives 0.0112 Ha. The calculation puts the energy at -25774.473 eV. The HOMO energy comes out at -9.8 eV.

Cartesian coordinates (Å):
1 N -1.31442 0.60228 0.44739
2 O 0.80549 -1.73829 0.22856
3 O 0.86748 1.71003 0.14967
4 P -0.41672 1.07675 -0.69780
5 S -0.22084 1.21291 -2.58901
6 H -2.13668 0.05744 0.27119
7 H -0.00188 -2.13229 0.65314
8 H 0.89168 1.47261 1.05345
9 H 1.52588 -2.26144 0.48340

Charges per atom according to Mulliken partitioning, unit e: N -0.69; O -0.60; O -0.53; P 0.90; S -0.31; H 0.25; H 0.32; H 0.36; H 0.29



No. 4
Density functional theory data (ωB97M-V/def2-TZVPD) for one molecule with the formula H4NPS.

As for the largest force on an atom: 3.88 eV/A. The SMILES is NPS. As for the HOMO-LUMO gap: 9.78 eV. For the LUMO energy, the calculation gives 0.0142 Ha. The calculation puts the energy at -21677.753 eV. The HOMO energy comes out at -9.4 eV.

Cartesian coordinates (Å):
1 N 1.29564 -0.24637 -0.14627
2 P -0.35513 1.19145 -0.01151
3 S -1.79077 -0.30072 -0.36877
4 H 1.90577 0.07945 -0.87642
5 H 0.64405 -0.89755 -0.62437
6 H -0.45848 1.11237 1.42629
7 H -1.24107 -0.93864 0.60104

Charges per atom according to Mulliken partitioning, unit e: N -0.66; P 0.16; S -0.27; H 0.24; H 0.26; H 0.09; H 0.17



No. 5
Density functional theory data (ωB97M-V/def2-TZVPD) for a 2-piece molecular cluster, H4NPS overall.

As for the largest force on an atom: 3.72 eV/A. As for the HOMO-LUMO gap (spin up / spin down): 8.06 / 8.07 eV. For the LUMO energy (spin up / spin down), the calculation gives -0.0449 / -0.0449 Ha. The calculation puts the energy at -21676.061 eV. The HOMO energy (spin up / spin down) comes out at -9.3 / -9.3 eV.

Cartesian coordinates (Å):
1 N 1.41163 -0.40022 -0.23875
2 P -0.74619 1.06476 -0.11705
3 S -2.06170 -0.60780 0.16281
4 H 1.79037 0.46114 -0.55067
5 H 1.07446 -0.89406 -1.06531
6 H -0.60276 1.37392 1.17623
7 H -0.86581 -0.99774 0.63274

Charges per atom according to Mulliken partitioning, unit e: N -0.67; P 0.12; S -0.24; H 0.22; H 0.25; H 0.09; H 0.22



No. 6
Density functional theory data (ωB97M-V/def2-TZVPD) for a 2-piece molecular cluster, H4NPS2 overall.

As for the largest force on an atom: 3.01 eV/A. The SMILES is [H]/N=P/S.S. As for the HOMO-LUMO gap: 9.09 eV. For the LUMO energy, the calculation gives -0.0111 Ha. The calculation puts the energy at -32513.431 eV. The HOMO energy comes out at -9.4 eV.

Cartesian coordinates (Å):
1 H 1.54759 -0.10373 -0.02713
2 N 1.07420 -0.82859 0.38685
3 P -0.08465 -1.35535 -0.42142
4 S -1.20123 -2.44607 1.15506
5 H -2.16082 -2.89126 0.45026
6 S -0.07392 2.39200 -0.95113
7 H -0.13520 1.98624 0.28096
8 H 1.03402 3.24677 -0.87346

Charges per atom according to Mulliken partitioning, unit e: H 0.29; N -0.42; P 0.29; S -0.29; H 0.15; S -0.36; H 0.17; H 0.17



No. 7
Density functional theory data (ωB97M-V/def2-TZVPD) for a 2-piece molecular cluster, H4NS overall.

The charge is -1. As for the largest force on an atom: 2.85 eV/A. As for the HOMO-LUMO gap: 7.23 eV. For the LUMO energy, the calculation gives 0.1711 Ha. The calculation puts the energy at -12391.023 eV. The HOMO energy comes out at -2.6 eV.

Cartesian coordinates (Å):
1 N 0.80809 0.17100 1.31257
2 H 0.24534 -0.19221 0.45648
3 H 0.75091 1.17504 1.19098
4 H -0.03572 0.06317 1.86360
5 S -1.02739 -1.04384 -1.95979
6 H -0.74123 -0.17316 -2.86384

Charges per atom according to Mulliken partitioning, unit e: N -0.71; H 0.25; H 0.20; H 0.21; S -0.87; H -0.08



No. 8
Density functional theory data (ωB97M-V/def2-TZVPD) for a 2-piece molecular cluster, H4O2 overall.

As for the largest force on an atom: 1.29 eV/A. The SMILES is O.O. As for the HOMO-LUMO gap: 11.61 eV. For the LUMO energy, the calculation gives 0.0269 Ha. The calculation puts the energy at -4159.839 eV. The HOMO energy comes out at -10.9 eV.

Cartesian coordinates (Å):
1 O 0.13278 -1.16093 1.09509
2 H 0.11536 -0.88724 2.03066
3 H 0.19661 -0.32528 0.63346
4 O 0.00827 0.74596 -0.92549
5 H -0.45740 1.56487 -1.19992
6 H 0.00437 0.06261 -1.63380

Charges per atom according to Mulliken partitioning, unit e: O -0.64; H 0.33; H 0.35; O -0.69; H 0.32; H 0.33



No. 9
Density functional theory data (ωB97M-V/def2-TZVPD) for a 2-piece molecular cluster, H4O2 overall.

As for the largest force on an atom: 3.33 eV/A. The SMILES is O.O. As for the HOMO-LUMO gap: 12.00 eV. For the LUMO energy, the calculation gives 0.0238 Ha. The calculation puts the energy at -4159.549 eV. The HOMO energy comes out at -11.4 eV.

Cartesian coordinates (Å):
1 O 1.10786 -0.74621 -0.06577
2 H 1.48288 -0.77027 -1.01754
3 H 0.14611 -0.98560 -0.26062
4 O -1.15503 0.75381 0.24125
5 H -0.20398 0.92029 0.55191
6 H -1.04766 0.77476 -0.67758

Charges per atom according to Mulliken partitioning, unit e: O -0.69; H 0.33; H 0.36; O -0.69; H 0.38; H 0.31



No. 10
Density functional theory data (ωB97M-V/def2-TZVPD) for a 2-piece molecular cluster, H4O2 overall.

As for the largest force on an atom: 3.54 eV/A. The SMILES is O.O. As for the HOMO-LUMO gap: 11.58 eV. For the LUMO energy, the calculation gives 0.0229 Ha. The calculation puts the energy at -4159.544 eV. The HOMO energy comes out at -11.0 eV.

Cartesian coordinates (Å):
1 O -0.37972 0.52926 1.86717
2 H 0.13117 -0.12276 2.47233
3 H -0.06761 0.50299 0.92846
4 O 0.26833 -0.29190 -1.34011
5 H -0.42032 -0.91197 -1.79024
6 H 0.46816 0.29438 -2.13761

Charges per atom according to Mulliken partitioning, unit e: O -0.67; H 0.32; H 0.34; O -0.66; H 0.33; H 0.33



No. 11
Density functional theory data (ωB97M-V/def2-TZVPD) for a 2-piece molecular cluster, H4O2 overall.

As for the largest force on an atom: 1.49 eV/A. The SMILES is O.O. As for the HOMO-LUMO gap: 11.43 eV. For the LUMO energy, the calculation gives 0.0208 Ha. The calculation puts the energy at -4159.606 eV. The HOMO energy comes out at -10.9 eV.

Cartesian coordinates (Å):
1 O -0.09251 0.74149 1.15030
2 H -1.05159 0.77240 1.23877
3 H -0.11740 0.17255 0.33535
4 O 0.24421 -0.58748 -1.09720
5 H -0.54149 -0.91772 -1.56829
6 H 0.49683 -1.25925 -0.43063

Charges per atom according to Mulliken partitioning, unit e: O -0.65; H 0.29; H 0.36; O -0.72; H 0.35; H 0.37



No. 12
Density functional theory data (ωB97M-V/def2-TZVPD) for a 2-piece molecular cluster, H4O2 overall.

As for the largest force on an atom: 1.75 eV/A. The SMILES is O.O. As for the HOMO-LUMO gap: 11.84 eV. For the LUMO energy, the calculation gives 0.0268 Ha. The calculation puts the energy at -4159.812 eV. The HOMO energy comes out at -11.1 eV.

Cartesian coordinates (Å):
1 O 1.39102 -0.02751 -0.05590
2 H 2.26629 -0.46178 0.12163
3 H 1.30793 0.82291 0.37162
4 O -1.51999 0.09164 -0.04469
5 H -1.92790 -0.64985 0.37440
6 H -0.61456 -0.22432 -0.06295

Charges per atom according to Mulliken partitioning, unit e: O -0.69; H 0.33; H 0.33; O -0.63; H 0.32; H 0.34



No. 13
Density functional theory data (ωB97M-V/def2-TZVPD) for a 2-piece molecular cluster, H4O2 overall.

As for the largest force on an atom: 3.85 eV/A. The SMILES is O.O. As for the HOMO-LUMO gap: 10.54 eV. For the LUMO energy, the calculation gives 0.0175 Ha. The calculation puts the energy at -4159.210 eV. The HOMO energy comes out at -10.1 eV.

Cartesian coordinates (Å):
1 O 1.26513 0.02442 0.32684
2 H 1.20549 -0.82610 0.83987
3 H 0.18969 0.04396 0.08688
4 O -1.14271 -0.02581 -0.26759
5 H -1.40394 0.87005 -0.14196
6 H -0.97060 -0.07674 -1.25881

Charges per atom according to Mulliken partitioning, unit e: O -0.77; H 0.29; H 0.40; O -0.68; H 0.37; H 0.39



No. 14
Density functional theory data (ωB97M-V/def2-TZVPD) for a 2-piece molecular cluster, H4O2 overall.

As for the largest force on an atom: 4.31 eV/A. The SMILES is O.O. As for the HOMO-LUMO gap: 10.95 eV. For the LUMO energy, the calculation gives 0.0179 Ha. The calculation puts the energy at -4159.480 eV. The HOMO energy comes out at -10.5 eV.

Cartesian coordinates (Å):
1 O 0.12076 0.44065 0.81236
2 H -0.28040 0.18994 1.66267
3 H 0.01014 1.47158 0.88507
4 O -0.08825 -0.54147 -1.48423
5 H -0.07386 -1.44726 -1.15606
6 H 0.31161 -0.11344 -0.71981

Charges per atom according to Mulliken partitioning, unit e: O -0.66; H 0.31; H 0.33; O -0.66; H 0.29; H 0.39